Entry 1:
A cluster of 2 separate species, C5H10ClN in total, computed with ωB97M-V/def2-TZVPD.

The geometry in ORCA input format:
```
! wB97M-V def2-TZVPD RIJCOSX def2/J DEFGRID3
* xyz 0 1
H 0.881 1.537 1.382
C 0.380 0.572 -0.389
H -0.298 -1.362 -1.912
N -0.243 -1.648 -0.966
H -0.002 -2.282 1.448
C 0.138 1.489 0.772
C 0.536 1.022 -1.603
H 1.753 -1.672 1.393
C 0.662 -1.423 1.251
C 0.265 -0.884 -0.116
H -0.779 1.105 1.323
H 0.220 -0.565 1.879
H -0.086 2.518 0.374
H 0.577 2.017 -1.844
H 0.701 0.410 -2.456
H -2.022 -1.032 -0.206
Cl -2.684 0.199 -0.329
*
```

Output
Orbital gap (eV): 9.94
HOMO level (eV): -9.38
SMILES: [H]/N=C(/C)C(=C)C.Cl

---

Entry 2:
A cluster of 2 separate species, C5H10ClN in total, computed with ωB97M-V/def2-TZVPD.

The geometry in ORCA input format:
```
! wB97M-V def2-TZVPD RIJCOSX def2/J DEFGRID3
* xyz 0 1
H 1.219 -0.027 -2.177
C 1.714 -0.508 1.233
H -3.308 1.628 1.014
H 1.341 1.223 -0.049
H 1.225 -0.026 2.075
H 2.796 -0.415 1.368
C -3.031 1.046 0.135
C 1.318 0.140 -0.049
C -0.919 -0.009 -0.029
H 1.510 -1.567 -1.333
Cl -1.377 -1.670 -0.133
H -3.395 1.561 -0.753
H -3.485 0.051 0.192
C 1.721 -0.499 -1.332
N -1.595 1.005 0.071
H 1.464 -1.567 1.234
H 2.801 -0.369 -1.471
*
```

Output
Orbital gap (eV): 9.06
HOMO level (eV): -8.23

---

Entry 3:
The ion C5H10ClN2 with charge +1, computed with ωB97M-V/def2-TZVPD.

The geometry in ORCA input format:
```
! wB97M-V def2-TZVPD RIJCOSX def2/J DEFGRID3
* xyz 1 1
C -2.370 1.020 0.465
H -2.944 0.706 -0.374
H 2.959 0.930 -0.624
C 2.573 0.059 -0.284
C 0.180 0.949 0.210
H 0.864 -2.115 0.159
H 2.883 0.087 0.825
H -2.225 2.048 0.434
Cl 0.428 2.625 0.353
H -1.645 -1.415 -0.802
H -1.189 -1.583 1.032
H 0.433 -1.676 -1.525
H 3.130 -0.605 -0.949
C 0.397 -1.322 -0.453
N -1.037 0.486 0.223
N 1.127 -0.052 -0.245
C -1.032 -1.006 0.053
H -2.533 0.864 1.502
*
```

Output
Orbital gap (eV): 9.80
HOMO level (eV): -13.62
SMILES: CN1CC[N+](C)=C1Cl

---

Entry 4:
The ion C5H10ClN4 with charge +1, computed with ωB97M-V/def2-TZVPD.

The geometry in ORCA input format:
```
! wB97M-V def2-TZVPD RIJCOSX def2/J DEFGRID3
* xyz 1 1
C -1.093 0.879 0.322
C 2.404 -0.927 1.196
H -2.719 -1.182 -1.059
N 1.241 0.434 -0.990
H 1.898 -1.289 2.055
H -2.004 0.796 0.915
H -0.199 1.172 0.964
H 4.278 1.365 -0.412
N 2.959 0.274 1.098
H -1.278 1.702 -0.515
C 3.343 0.747 -0.223
H -1.376 -1.947 -1.875
C -0.744 -0.563 -0.171
C -1.605 -1.066 -1.250
N 2.429 0.748 -1.150
H -1.581 -0.172 -1.995
H 2.824 0.930 1.863
H -0.614 -1.104 0.706
N 0.613 -0.530 -0.666
Cl 2.934 -2.241 0.183
*
```

Output
Orbital gap (alpha / beta) (eV): 7.30 / 7.30
HOMO level (alpha / beta) (eV): -12.82 / -12.82
SMILES: CC(C)/N=N/N=C\[NH+]=C/Cl

---

Entry 5:
A structure of composition C5H10ClNO3S, computed with ωB97M-V/def2-TZVPD.

The geometry in ORCA input format:
```
! wB97M-V def2-TZVPD RIJCOSX def2/J DEFGRID3
* xyz 0 1
C 0.478 -0.587 0.426
N 0.412 1.921 -0.063
H 0.895 2.561 -1.819
H 0.281 0.937 -2.033
H -0.787 2.097 -1.800
H 2.334 -1.762 -0.063
H 1.455 1.201 1.598
S -1.758 1.648 0.803
H -0.324 -0.554 1.106
H 1.081 -2.603 0.900
H 2.099 -1.119 1.623
C 0.123 1.842 -1.441
H 2.136 0.886 0.087
C -2.182 -2.760 0.041
C 1.608 -1.551 0.715
C 1.097 0.802 0.533
Cl -2.505 0.448 -0.652
O -2.437 2.895 0.648
O -1.971 -3.057 -1.041
O -2.315 -2.399 1.117
H 0.278 -0.845 -0.685
*
```

Output
Orbital gap (alpha / beta) (eV): 8.24 / 8.20
HOMO level (alpha / beta) (eV): -8.63 / -8.87

---

Entry 6:
A structure of composition C5H10F15HfO20S5, computed with ωB97M-V/def2-TZVPD.

The geometry in ORCA input format:
```
! wB97M-V def2-TZVPD RIJCOSX def2/J DEFGRID3
* xyz -2 2
Hf 3.583 18.487 18.861
S 6.182 21.234 18.229
O 7.963 17.466 19.078
H 2.511 21.365 19.294
H 1.454 16.298 19.431
F 4.974 14.443 23.184
H 2.793 20.798 16.815
O 5.218 20.109 18.119
O 2.028 16.522 18.699
O 7.486 20.758 18.631
S 6.174 19.474 21.557
O -0.736 18.387 17.269
O 2.986 19.866 16.712
F 3.195 14.029 22.043
F 7.264 21.082 15.719
F 7.922 15.365 16.282
O 2.413 18.307 20.934
F 3.676 16.088 22.759
O 3.852 17.385 16.757
F -1.738 21.247 18.120
F 5.891 15.190 16.805
H 2.012 17.568 21.393
C 4.143 14.935 22.267
O 4.343 16.351 19.970
C 6.489 21.890 16.440
O 7.361 18.619 21.343
O -0.785 18.808 19.624
F 6.526 19.780 24.252
F 7.424 14.891 18.344
C 7.094 15.590 17.293
O 7.363 18.195 16.702
O 5.705 17.721 18.406
F 5.315 21.905 15.729
H 4.072 17.773 15.910
O 5.779 22.370 19.031
H 2.486 19.601 15.940
F 6.982 23.131 16.588
O 6.339 20.950 21.463
F 4.426 19.434 23.631
C 5.667 19.077 23.378
S 7.076 17.430 17.916
F 5.755 17.799 23.616
H 1.811 15.883 18.020
S -0.118 19.116 18.381
H 3.235 21.000 20.572
O 5.295 14.156 19.914
S 5.150 15.361 20.662
O 3.027 20.668 19.699
H 2.081 19.081 21.389
O 6.416 15.919 21.115
F 0.368 21.689 18.849
C -0.411 20.957 18.003
O 5.057 19.034 20.674
F 0.043 21.237 16.791
H 3.821 16.444 16.589
O 1.333 18.901 18.468
*
```

Output
Orbital gap (alpha / beta) (eV): 3.63 / 7.13
HOMO level (alpha / beta) (eV): 0.04 / -3.52

---

Entry 7:
The molecule C5H10F2, computed with ωB97M-V/def2-TZVPD.

The geometry in ORCA input format:
```
! wB97M-V def2-TZVPD RIJCOSX def2/J DEFGRID3
* xyz 0 1
C -0.573 1.690 1.743
F 0.240 2.791 1.815
C -0.314 -0.794 -1.325
H 1.487 -1.617 -2.563
H -0.979 -1.569 -1.532
H -0.283 -1.245 0.769
H -0.271 0.077 -1.958
H 1.065 -2.631 -0.845
F 1.138 0.634 1.200
C -0.714 -0.333 0.100
C 1.032 -1.526 -1.438
H 0.284 1.428 -0.308
H -1.777 -0.115 0.259
C -0.081 0.956 0.571
H -1.621 2.106 1.738
H -0.429 1.076 2.646
H 1.798 -0.928 -0.872
*
```

Output
Orbital gap (eV): 12.23
HOMO level (eV): -11.14
SMILES: CCC[C@H](F)CF

---

Entry 8:
The molecule C5H10FNO, computed with ωB97M-V/def2-TZVPD.

The geometry in ORCA input format:
```
! wB97M-V def2-TZVPD RIJCOSX def2/J DEFGRID3
* xyz 0 1
H 1.315 1.229 -0.462
H -2.280 -0.715 0.162
C -1.306 -0.811 -0.508
H -1.785 1.693 0.717
N 0.655 0.685 -0.971
C 0.448 -0.582 1.274
H -0.245 -0.737 2.076
H -1.041 -1.755 -0.369
H 0.763 -1.571 0.949
O 1.088 -1.558 -2.033
H -1.484 -0.573 -1.481
C 1.377 -0.450 -1.888
H 1.355 -0.170 1.600
C -0.648 1.439 0.829
F 2.468 0.172 -2.322
H -0.029 2.246 0.475
H -0.420 1.311 1.855
C -0.230 0.146 0.097
*
```

Output
Orbital gap (eV): 10.66
HOMO level (eV): -9.88
SMILES: CC(C)(C)NC(=O)F

---

In the order shown, the computed total energy values come out to -19357.6702; -19357.3203; -20841.7797; -23817.9772; -36334.4451; -142546.1774; -10780.1808; -11600.9890 eV.
In the order shown, the computed max |F| values come out to 6.9; 4.6; 3.9; 4.4; 4.6; 3.7; 3.5; 6.9 eV/Å.